This record from OMol25 describes 17 unconnected molecules or ions with the total composition C81H203F3N14O34S at a distorted geometry. The level of theory is ωB97M-V with the def2-TZVPD basis set.

DFT total energy in eV: -196737.78992
Relative energy (zero: lowest compared OMol25 entry of this formula, charge and spin) in kcal/mol: 43.3
Kohn-Sham gap in eV: 8.353

Each line ends with the Löwdin charge.
Element x y z (Å)
C -0.474 -0.536 -1.454  -0.002
C 0.534 -1.094 -0.432  -0.302
C 1.139 -0.125 0.496  -0.173
O 1.903 -0.882 1.449  -0.199
C 2.446 -0.077 2.544  -0.030
N -0.345 -1.996 0.345  0.222
H -1.064 -1.484 0.814  0.086
H -0.728 -2.709 -0.247  0.063
H 0.229 -2.449 1.086  0.112
H -1.144 0.102 -0.889  0.064
H -1.093 -1.339 -1.839  0.073
H 0.021 0.040 -2.206  0.067
H 1.339 -1.685 -0.933  0.147
H 0.440 0.521 1.013  0.114
H 1.775 0.578 -0.136  0.132
H 1.702 0.374 3.186  0.067
H 3.044 0.679 2.033  0.080
H 3.035 -0.802 3.145  0.076
C -4.038 -3.297 -5.597  0.002
C -4.783 -3.640 -4.294  -0.285
C -5.465 -4.980 -4.332  -0.191
O -6.288 -4.963 -3.181  -0.212
C -6.421 -6.230 -2.461  -0.058
N -3.814 -3.536 -3.105  0.210
H -4.282 -3.331 -2.229  0.098
H -3.090 -4.352 -3.022  0.130
H -3.241 -2.677 -3.324  0.116
H -3.314 -2.533 -5.452  0.062
H -4.705 -3.024 -6.292  0.039
H -3.738 -4.258 -6.070  0.103
H -5.523 -2.873 -4.096  0.105
H -4.654 -5.734 -4.269  0.136
H -6.079 -5.142 -5.225  0.139
H -6.728 -5.952 -1.433  0.088
H -5.415 -6.731 -2.433  0.093
H -7.094 -6.939 -2.997  0.089
C -2.530 3.304 -1.427  -0.022
C -3.832 2.801 -0.821  -0.281
C -5.037 3.424 -1.579  -0.184
O -6.201 2.865 -1.026  -0.174
C -7.307 3.085 -1.839  -0.105
N -3.971 1.325 -0.976  0.211
H -3.919 1.059 -2.027  0.124
H -3.358 0.723 -0.442  0.084
H -4.937 1.084 -0.789  0.109
H -1.747 2.803 -0.829  0.079
H -2.597 4.372 -1.308  0.054
H -2.353 2.995 -2.433  0.071
H -3.853 3.098 0.218  0.131
H -4.948 3.112 -2.685  0.123
H -4.978 4.491 -1.471  0.095
H -7.306 4.075 -2.288  0.077
H -8.216 3.201 -1.204  0.099
H -7.435 2.297 -2.624  0.093
C -3.897 0.346 3.292  -0.612
F -3.648 0.606 4.584  0.130
F -4.772 -0.734 3.194  0.090
F -4.558 1.394 2.787  0.111
S -2.424 0.268 2.272  0.503
O -2.019 1.657 2.125  -0.283
O -1.512 -0.618 2.963  -0.287
O -2.888 -0.335 1.007  -0.347
O -2.994 -0.050 -5.251  0.102
C -3.525 0.145 -4.073  -0.816
O -4.052 1.246 -3.795  -0.020
O -3.348 -0.773 -3.211  -0.055
H -2.866 0.840 -5.676  0.100
O 0.239 -4.500 -2.196  0.057
C -1.143 -4.542 -2.043  -0.724
O -1.640 -3.648 -1.262  -0.071
O -1.691 -5.386 -2.770  -0.009
H 0.305 -5.158 -2.892  0.095
C -4.121 5.932 0.868  -0.084
O -2.704 5.613 0.781  -0.231
C -2.104 5.393 2.090  -0.163
C -0.792 4.619 1.813  -0.205
N -0.391 3.841 2.936  -0.068
C 0.951 3.338 2.913  -0.185
C 1.330 3.085 4.380  -0.201
O 2.613 2.484 4.517  -0.215
C 3.055 2.378 5.862  -0.077
H -4.413 6.140 -0.143  0.063
H -4.425 6.745 1.550  0.092
H -4.675 5.060 1.234  0.084
H -2.749 4.983 2.850  0.112
H -1.845 6.416 2.456  0.125
H -0.039 5.306 1.466  0.104
H -0.990 3.928 0.950  0.106
H -1.113 3.145 3.107  0.083
H 1.647 4.017 2.379  0.105
H 1.007 2.356 2.418  0.097
H 0.513 2.482 4.698  0.097
H 1.315 3.982 4.997  0.101
H 4.110 2.052 5.829  0.084
H 2.450 1.646 6.375  0.059
H 2.990 3.391 6.307  0.092
C 4.371 -8.526 2.572  -0.093
O 2.995 -8.890 2.622  -0.192
C 2.087 -7.818 2.862  -0.239
C 0.956 -7.870 1.927  -0.247
N 0.054 -6.807 2.061  -0.072
C -0.899 -6.558 0.971  -0.156
C -1.881 -7.732 0.777  -0.209
O -1.379 -8.555 -0.259  -0.202
C -1.740 -9.894 -0.054  -0.137
H 4.547 -7.885 1.697  0.081
H 4.897 -9.468 2.468  0.083
H 4.717 -8.039 3.494  0.088
H 2.650 -6.876 2.788  0.104
H 1.661 -7.894 3.903  0.140
H 0.583 -8.951 2.117  0.149
H 1.366 -7.855 0.934  0.126
H -0.447 -6.752 2.930  0.089
H -0.244 -6.372 0.128  0.111
H -1.392 -5.611 1.223  0.103
H -2.913 -7.368 0.440  0.137
H -2.005 -8.248 1.739  0.114
H -1.259 -10.434 -0.929  0.110
H -2.844 -9.984 -0.096  0.082
H -1.491 -10.282 0.974  0.091
C -7.300 4.651 -10.067  -0.114
O -6.020 5.303 -10.043  -0.208
C -5.104 4.800 -11.004  -0.233
C -3.723 4.718 -10.382  -0.203
N -3.702 3.758 -9.280  -0.039
C -2.598 4.013 -8.375  -0.228
C -2.076 2.796 -7.674  -0.230
O -1.680 1.921 -8.722  -0.189
C -1.796 0.547 -8.363  -0.100
H -7.230 3.589 -9.721  0.095
H -7.740 4.653 -11.072  0.080
H -7.965 5.206 -9.344  0.092
H -5.051 5.438 -11.878  0.114
H -5.502 3.855 -11.325  0.106
H -3.459 5.686 -10.022  0.108
H -3.012 4.467 -11.235  0.139
H -3.502 2.845 -9.657  0.102
H -2.847 4.758 -7.578  0.122
H -1.679 4.330 -8.975  0.141
H -2.885 2.257 -7.069  0.128
H -1.289 3.005 -6.926  0.101
H -2.824 0.279 -8.278  0.077
H -1.246 0.196 -7.438  0.107
H -1.458 -0.059 -9.175  0.076
C 7.600 -4.663 -0.862  -0.117
O 7.068 -5.009 0.396  -0.198
C 7.840 -4.553 1.470  -0.232
C 7.020 -4.526 2.764  -0.156
N 5.808 -3.674 2.685  -0.045
C 5.899 -2.276 2.305  -0.186
C 6.549 -1.340 3.315  -0.164
O 7.936 -1.723 3.435  -0.201
C 8.759 -0.713 3.979  -0.113
H 6.867 -5.021 -1.590  0.078
H 8.596 -5.119 -1.109  0.100
H 7.637 -3.571 -1.031  0.075
H 8.153 -3.514 1.368  0.108
H 8.638 -5.293 1.585  0.127
H 7.643 -4.032 3.486  0.096
H 6.652 -5.518 3.028  0.116
H 5.024 -4.086 2.195  0.070
H 4.857 -1.922 2.079  0.130
H 6.418 -2.280 1.341  0.092
H 6.105 -1.419 4.299  0.114
H 6.475 -0.344 2.899  0.091
H 8.610 -0.452 5.001  0.048
H 8.727 0.199 3.386  0.079
H 9.843 -1.076 3.926  0.113
C -6.803 4.923 -6.643  -0.128
O -6.516 4.786 -5.293  -0.194
C -5.152 4.885 -4.900  -0.224
C -4.898 6.088 -4.011  -0.208
N -3.625 5.941 -3.309  -0.034
C -2.964 7.245 -3.082  -0.191
C -1.628 6.991 -2.409  -0.196
O -0.719 6.311 -3.349  -0.215
C 0.686 6.368 -2.979  -0.091
H -6.459 5.914 -6.974  0.097
H -7.873 4.740 -6.793  0.090
H -6.235 4.132 -7.170  0.089
H -4.456 4.895 -5.756  0.117
H -4.885 4.039 -4.288  0.085
H -5.787 5.983 -3.334  0.117
H -4.995 7.052 -4.585  0.131
H -3.022 5.334 -3.812  0.088
H -3.490 7.859 -2.361  0.115
H -2.754 7.852 -3.981  0.124
H -1.640 6.462 -1.482  0.090
H -1.177 7.984 -2.162  0.125
H 1.350 6.129 -3.851  0.095
H 0.917 5.677 -2.165  0.058
H 0.976 7.305 -2.553  0.062
C 2.959 6.722 0.674  -0.134
O 2.310 5.523 0.378  -0.215
C 3.221 4.367 0.275  -0.163
C 2.383 3.203 -0.303  -0.174
N 2.244 3.431 -1.758  -0.026
C 2.995 2.488 -2.651  -0.170
C 2.433 2.504 -4.045  -0.250
O 1.117 2.108 -3.993  -0.184
C 0.312 2.536 -5.007  -0.132
H 3.129 6.924 1.720  0.049
H 2.216 7.502 0.369  0.100
H 3.914 6.888 0.135  0.095
H 3.599 4.098 1.251  0.085
H 4.101 4.631 -0.339  0.123
H 1.380 3.095 0.109  0.107
H 2.962 2.295 -0.078  0.093
H 1.312 3.198 -1.998  0.069
H 2.911 1.478 -2.229  0.100
H 4.042 2.782 -2.643  0.117
H 2.948 1.887 -4.762  0.112
H 2.574 3.534 -4.455  0.136
H 0.027 3.583 -4.992  0.091
H -0.602 1.987 -4.888  0.073
H 0.749 2.226 -5.986  0.109
C -3.028 -1.201 7.845  -0.114
O -1.696 -0.760 7.811  -0.181
C -1.097 -0.717 6.497  -0.213
C 0.145 0.103 6.560  -0.149
N 1.248 -0.529 7.459  -0.055
C 1.762 -1.763 6.898  -0.201
C 2.816 -1.348 5.780  -0.171
O 3.219 -2.485 4.977  -0.251
C 3.946 -3.499 5.601  -0.119
H -3.656 -0.744 7.142  0.054
H -3.439 -1.018 8.845  0.091
H -3.071 -2.318 7.677  0.100
H -1.793 -0.355 5.751  0.098
H -0.863 -1.738 6.171  0.090
H -0.160 1.085 7.033  0.143
H 0.662 0.192 5.646  0.069
H 0.879 -0.589 8.408  0.102
H 1.025 -2.565 6.516  0.123
H 2.385 -2.191 7.737  0.127
H 3.699 -0.798 6.166  0.117
H 2.344 -0.676 5.083  0.064
H 3.209 -4.205 6.041  0.094
H 4.650 -3.071 6.292  0.079
H 4.513 -4.008 4.807  0.071
C 6.614 0.246 7.400  -0.124
O 6.477 1.636 7.407  -0.217
C 7.679 2.362 7.012  -0.167
C 7.334 3.877 7.022  -0.205
N 6.395 4.289 5.999  -0.033
C 6.278 5.762 5.824  -0.182
C 5.136 6.151 4.865  -0.205
O 3.849 5.841 5.420  -0.201
C 2.818 6.337 4.562  -0.098
H 6.839 -0.050 6.370  0.062
H 5.642 -0.164 7.681  0.083
H 7.403 -0.134 8.070  0.095
H 7.897 1.998 6.054  0.086
H 8.485 2.058 7.685  0.121
H 8.320 4.354 6.816  0.126
H 7.167 4.132 8.042  0.103
H 5.488 3.896 6.148  0.076
H 7.150 6.148 5.375  0.097
H 6.198 6.223 6.786  0.107
H 5.342 5.581 3.955  0.110
H 5.152 7.266 4.593  0.140
H 1.832 6.056 4.931  0.082
H 2.900 5.862 3.530  0.085
H 2.985 7.406 4.463  0.081
C -2.708 -5.622 4.260  -0.127
O -1.385 -5.261 4.027  -0.204
C -1.259 -3.820 4.170  -0.200
C 0.160 -3.500 3.906  -0.216
N 0.480 -3.755 2.507  -0.037
C 1.962 -3.832 2.320  -0.175
C 2.374 -4.092 0.913  -0.176
O 3.589 -4.909 0.984  -0.225
C 3.941 -5.412 -0.320  -0.085
H -3.066 -5.262 5.288  0.111
H -2.840 -6.704 4.244  0.086
H -3.385 -5.185 3.530  0.074
H -1.567 -3.447 5.146  0.104
H -1.919 -3.226 3.495  0.128
H 0.715 -4.207 4.588  0.138
H 0.525 -2.517 4.130  0.104
H 0.208 -4.746 2.344  0.075
H 2.371 -4.650 2.956  0.125
H 2.395 -2.814 2.543  0.106
H 2.573 -3.263 0.256  0.108
H 1.694 -4.754 0.416  0.097
H 4.196 -4.624 -1.009  0.076
H 3.117 -6.035 -0.745  0.096
H 4.693 -6.168 -0.258  0.064
C -4.109 -3.496 0.630  -0.064
O -5.015 -3.472 -0.472  -0.224
C -6.236 -2.869 -0.078  -0.204
C -6.094 -1.367 -0.134  -0.204
N -5.855 -0.808 -1.434  -0.025
C -6.855 -1.255 -2.395  -0.200
C -6.579 -0.651 -3.776  -0.247
O -7.201 -1.349 -4.789  -0.193
C -8.635 -1.419 -4.652  -0.083
H -4.627 -3.921 1.466  0.075
H -3.770 -2.485 0.776  0.057
H -3.240 -4.128 0.266  0.093
H -6.445 -3.147 0.961  0.121
H -7.040 -3.251 -0.703  0.114
H -5.395 -1.003 0.650  0.107
H -6.993 -0.970 0.242  0.106
H -4.945 -0.905 -1.833  0.068
H -7.848 -0.943 -2.020  0.127
H -6.983 -2.351 -2.629  0.114
H -5.486 -0.640 -3.947  0.096
H -6.980 0.419 -3.786  0.132
H -9.156 -1.443 -5.652  0.102
H -9.006 -0.503 -4.126  0.094
H -8.955 -2.254 -4.055  0.073
C 2.640 -1.367 -3.577  -0.148
O 3.401 -1.357 -2.454  -0.192
C 4.785 -1.429 -2.786  -0.185
C 5.602 -1.266 -1.487  -0.207
N 5.370 -0.030 -0.788  -0.030
C 6.562 0.483 -0.147  -0.224
C 6.297 1.801 0.493  -0.204
O 5.337 1.576 1.559  -0.210
C 5.496 2.468 2.594  -0.140
H 1.653 -1.180 -3.175  0.069
H 2.473 -2.343 -4.129  0.115
H 2.942 -0.610 -4.261  0.071
H 4.983 -0.669 -3.485  0.102
H 5.077 -2.442 -3.168  0.136
H 6.647 -1.332 -1.857  0.125
H 5.409 -2.091 -0.849  0.089
H 4.565 -0.095 -0.206  0.095
H 7.266 0.738 -1.013  0.145
H 7.099 -0.197 0.553  0.118
H 5.959 2.612 -0.212  0.131
H 7.235 2.190 0.872  0.114
H 6.001 2.014 3.446  0.086
H 4.517 2.785 2.978  0.073
H 5.924 3.380 2.270  0.070